[1]
{"formula": "C58H47BBr2GeN4O2PRbS", "method": "ωB97M-V/def2-TZVPD", "elements": ["Rb", "Br", "C", "Br", "H", "H", "C", "C", "C", "C", "C", "C", "N", "N", "C", "C", "C", "C", "C", "C", "H", "H", "H", "H", "H", "H", "H", "H", "H", "C", "C", "C", "C", "C", "C", "P", "C", "C", "C", "C", "C", "C", "C", "C", "C", "C", "C", "C", "C", "C", "C", "C", "H", "H", "H", "H", "H", "H", "H", "H", "H", "H", "H", "H", "H", "H", "H", "H", "O", "B", "O", "C", "C", "C", "C", "C", "C", "H", "H", "H", "H", "Ge", "C", "C", "C", "C", "C", "C", "C", "C", "C", "C", "C", "C", "H", "H", "H", "H", "H", "H", "H", "H", "H", "H", "H", "C", "C", "C", "C", "N", "C", "S", "N", "H", "H", "H", "H", "H"], "coordinates": [[-0.6797, -0.3890, 1.2419], [-5.4042, -1.7910, 3.0951], [-4.1410, -2.9935, 2.2818], [-2.4251, -2.9650, 3.1651], [-4.0033, -2.6728, 1.2539], [-4.5372, -3.9974, 2.3513], [2.5882, -4.8824, -1.2956], [3.2496, -4.9943, -0.0771], [3.0001, -4.0908, 0.9411], [2.0907, -3.0568, 0.7263], [1.4381, -2.9309, -0.4953], [1.6850, -3.8517, -1.5044], [1.6791, -2.1519, 1.7567], [2.2423, -2.3103, 2.8527], [1.5926, -1.5588, 3.8982], [0.8944, -2.3831, 4.7792], [0.2467, -1.8383, 5.8750], [0.3399, -0.4727, 6.0963], [1.0456, 0.3199, 5.2086], [1.6764, -0.1790, 4.0657], [2.7775, -5.6026, -2.0826], [3.9561, -5.8011, 0.0800], [3.4871, -4.1642, 1.9027], [0.7826, -2.0831, -0.6660], [1.1698, -3.7612, -2.4526], [0.8792, -3.4508, 4.5964], [-0.3115, -2.4772, 6.5493], [-0.1513, -0.0081, 6.9418], [1.0918, 1.3854, 5.4000], [3.9328, 5.3039, -0.9339], [2.5739, 5.3156, -1.2105], [1.7140, 4.4832, -0.5042], [2.1915, 3.6366, 0.4940], [3.5654, 3.6195, 0.7479], [4.4256, 4.4497, 0.0462], [0.9874, 2.5076, 1.3232], [2.0587, 1.1189, 1.7933], [2.5283, 0.7816, 3.2161], [3.9576, 0.3108, 3.1624], [4.5051, -0.2578, 2.0554], [3.8425, -0.2630, 0.8082], [2.6943, 0.5267, 0.7179], [0.7028, 3.4304, 2.8815], [1.3712, 4.5685, 3.2606], [1.0492, 5.2064, 4.4794], [0.0786, 4.7012, 5.2995], [-0.6332, 3.5307, 4.9351], [-1.6187, 2.9507, 5.7664], [-2.2614, 1.8069, 5.3646], [-1.9421, 1.2015, 4.1322], [-0.9775, 1.6933, 3.2621], [-0.3343, 2.8887, 3.7004], [4.6094, 5.9412, -1.4925], [2.1804, 5.9592, -1.9895], [0.6554, 4.4721, -0.7450], [3.9492, 2.9213, 1.4848], [5.4895, 4.4202, 0.2542], [2.4795, 1.6989, 3.8196], [4.5562, 0.4130, 4.0642], [5.5224, -0.6386, 2.1189], [4.3265, -0.6577, -0.0767], [2.3285, 0.7665, -0.2810], [2.1545, 4.9807, 2.6369], [1.5921, 6.1011, 4.7679], [-0.1489, 5.1877, 6.2444], [-1.8537, 3.4209, 6.7174], [-3.0178, 1.3684, 6.0126], [-2.4731, 0.2881, 3.8522], [0.8140, 0.0958, -2.0172], [-0.1158, 0.9585, -2.5809], [0.2970, 1.4200, -3.8194], [1.5078, 0.8094, -4.0308], [2.3449, 0.9162, -5.1173], [3.5375, 0.1963, -5.0571], [3.8638, -0.5778, -3.9505], [3.0106, -0.6813, -2.8529], [1.8288, 0.0184, -2.9335], [2.0871, 1.5356, -5.9651], [4.2300, 0.2517, -5.8876], [4.8079, -1.1064, -3.9315], [3.2608, -1.2582, -1.9735], [-3.3340, -1.9426, -1.2921], [-2.6299, -1.8193, -3.1848], [-3.4564, -1.4341, -4.2385], [-2.9662, -1.2452, -5.5263], [-1.6158, -1.4217, -5.7924], [-0.7673, -1.8046, -4.7601], [-1.2784, -2.0060, -3.4845], [-3.3389, -3.9699, -1.1181], [-4.4144, -4.7285, -1.5872], [-4.4781, -6.1052, -1.4202], [-3.4621, -6.7743, -0.7490], [-2.3852, -6.0471, -0.2596], [-2.3280, -4.6714, -0.4504], [-1.8607, -1.8519, -0.6583], [-4.5084, -1.2484, -4.0425], [-3.6400, -0.9414, -6.3212], [-1.2250, -1.2551, -6.7899], [0.2944, -1.9356, -4.9465], [-0.6040, -2.2958, -2.6871], [-5.2330, -4.2248, -2.0954], [-5.3273, -6.6592, -1.8078], [-3.5098, -7.8485, -0.6095], [-1.5805, -6.5504, 0.2657], [-1.4675, -4.1289, -0.0709], [-5.7874, 3.2450, -3.6547], [-4.3049, 3.3813, -3.4932], [-3.5854, 4.4454, -4.0234], [-2.2237, 4.4631, -3.7767], [-1.6100, 3.5207, -3.0727], [-2.3834, 2.5294, -2.6390], [-1.6413, 1.2420, -1.6772], [-3.6945, 2.4178, -2.8068], [-6.1917, 4.0075, -4.3193], [-6.2696, 3.3259, -2.6800], [-6.0213, 2.2553, -4.0457], [-4.0679, 5.2272, -4.5932], [-1.5981, 5.2693, -4.1460]], "forces_ev_per_a": [[-0.041, 0.089, 0.077], [-0.062, 0.024, 0.059], [0.094, -0.006, -0.067], [0.009, 0.008, 0.007], [-0.021, -0.020, 0.014], [0.021, -0.002, -0.044], [0.038, -0.050, -0.085], [0.001, 0.011, 0.050], [-0.077, 0.045, -0.112], [0.121, -0.085, 0.009], [0.234, 0.026, 0.058], [-0.029, 0.070, 0.004], [0.153, -0.144, 0.301], [-0.354, 0.222, -0.397], [0.204, -0.358, -0.224], [-0.035, 0.202, 0.093], [-0.005, -0.046, 0.037], [0.017, -0.019, -0.029], [0.002, 0.096, 0.042], [-0.070, 0.006, 0.273], [-0.007, 0.002, 0.002], [0.000, 0.003, 0.003], [0.014, 0.001, 0.016], [-0.077, -0.154, 0.030], [0.002, -0.002, -0.008], [0.007, -0.010, -0.028], [-0.008, 0.009, 0.003], [-0.017, -0.027, 0.014], [0.023, 0.015, -0.055], [0.033, 0.037, -0.028], [-0.042, 0.015, -0.022], [0.039, 0.032, 0.002], [0.198, 0.118, 0.025], [-0.059, 0.023, -0.047], [0.051, -0.007, -0.003], [-0.054, -0.293, 0.015], [0.254, -0.074, 0.107], [-0.154, 0.281, -0.045], [0.237, -0.181, 0.079], [0.035, 0.107, 0.043], [0.081, -0.092, -0.148], [-0.292, -0.023, -0.010], [0.014, 0.120, -0.050], [-0.023, -0.081, -0.049], [-0.013, 0.045, 0.076], [0.053, 0.065, -0.018], [0.059, -0.032, -0.108], [-0.083, -0.035, 0.106], [-0.041, 0.055, 0.115], [0.182, 0.111, -0.355], [-0.289, -0.057, 0.003], [-0.009, 0.022, 0.200], [-0.001, 0.001, 0.001], [0.014, 0.014, -0.006], [-0.012, -0.013, 0.019], [0.017, -0.007, 0.014], [0.003, 0.005, -0.003], [0.063, 0.025, -0.104], [-0.041, -0.024, 0.024], [-0.012, -0.021, 0.007], [-0.013, -0.006, 0.013], [-0.033, 0.031, 0.071], [0.013, 0.010, 0.007], [-0.008, -0.004, 0.004], [-0.011, -0.009, 0.001], [-0.009, 0.002, -0.002], [-0.002, -0.018, -0.021], [-0.120, 0.010, 0.210], [-0.001, -0.063, 0.091], [0.033, 0.008, 0.079], [-0.052, 0.002, -0.081], [0.107, -0.049, 0.060], [-0.093, 0.037, 0.059], [0.045, -0.008, -0.039], [0.042, -0.026, -0.007], [-0.100, 0.027, 0.040], [0.073, 0.030, -0.170], [-0.011, 0.002, -0.008], [0.000, 0.003, -0.004], [0.000, -0.005, 0.001], [-0.017, -0.029, 0.013], [-0.106, -0.059, 0.060], [0.009, -0.012, 0.070], [-0.050, 0.037, -0.007], [-0.001, 0.018, -0.039], [0.003, 0.002, -0.016], [0.022, -0.021, -0.024], [0.073, -0.007, -0.059], [0.133, -0.017, 0.001], [-0.065, 0.041, -0.015], [-0.031, -0.036, -0.011], [0.018, -0.009, 0.016], [0.008, -0.045, -0.023], [0.007, 0.010, -0.008], [-0.013, -0.028, -0.068], [-0.008, -0.009, 0.002], [0.011, 0.003, -0.007], [-0.002, 0.003, 0.004], [-0.007, -0.002, -0.010], [0.023, -0.021, 0.037], [0.000, 0.000, -0.007], [0.002, -0.001, 0.003], [-0.001, 0.002, 0.001], [-0.003, -0.006, -0.001], [-0.009, 0.014, 0.025], [-0.021, -0.013, -0.006], [0.072, 0.018, 0.004], [-0.016, -0.030, 0.008], [-0.025, -0.058, 0.037], [0.024, 0.095, -0.079], [0.029, 0.027, 0.003], [-0.201, 0.085, -0.105], [-0.069, 0.015, 0.015], [-0.007, 0.008, 0.000], [-0.001, 0.005, 0.009], [0.002, -0.004, -0.006], [-0.002, 0.009, -0.006], [0.013, 0.003, 0.000]], "molar_mass_g_mol": 1223.78, "charge": -2, "e_lumo_ev": 3.6, "spin_multiplicity": 1, "e_above_lowest_ev": 0.000, "fmax_ev_per_a": 0.577}

***

[2]
{"formula": "C15H23GeNO7Ti", "method": "ωB97M-V/def2-TZVPD", "elements": ["Ti", "O", "C", "O", "C", "C", "C", "C", "C", "N", "C", "O", "O", "H", "H", "H", "H", "H", "C", "C", "C", "O", "C", "O", "O", "H", "H", "H", "H", "H", "H", "H", "C", "Ge", "C", "C", "C", "H", "H", "H", "H", "H", "H", "H", "H", "H", "H", "H"], "coordinates": [[0.3910, 0.7559, -0.5896], [-2.0515, 3.2656, 3.1585], [-1.3849, 2.6502, 2.1623], [-1.7103, 3.1261, 0.9783], [-0.4652, 1.6738, 2.4518], [-0.3575, 1.2775, 3.8088], [0.5981, 0.4096, 4.2572], [1.5560, -0.0194, 3.3229], [1.4473, 0.3316, 1.9987], [0.3558, 1.0581, 1.4499], [2.4519, -0.0041, 1.0455], [3.5834, -0.6587, 1.2953], [2.2631, 0.3300, -0.1525], [-2.7106, 3.8329, 2.7412], [-1.0540, 1.7051, 4.5149], [0.6558, 0.1244, 5.2958], [2.3787, -0.6387, 3.6601], [3.7176, -0.7681, 2.2442], [-2.3038, 3.3137, -2.1272], [-1.6072, 1.9614, -2.1927], [-2.4428, 0.9366, -2.9432], [-1.3236, 1.4861, -0.8776], [-0.2484, 2.1352, -2.9057], [-0.1227, 2.5893, -4.0062], [0.7858, 1.7084, -2.1530], [-3.2837, 3.2077, -1.6603], [-2.4277, 3.7048, -3.1366], [-1.7162, 4.0322, -1.5568], [-3.4242, 0.8506, -2.4766], [-1.9675, -0.0431, -2.9353], [-2.5706, 1.2536, -3.9783], [-1.5648, 2.4402, 0.2259], [0.8134, -3.0239, 1.2822], [0.9114, -2.7867, -0.6683], [2.7469, -2.7499, -1.3314], [0.0310, -4.3420, -1.4648], [-0.0807, -1.1846, -1.1956], [1.7852, -2.9391, 1.7676], [0.4207, -4.0194, 1.4896], [0.1406, -2.2951, 1.7380], [3.4091, -3.3164, -0.6762], [3.1458, -1.7417, -1.4236], [2.7616, -3.2192, -2.3157], [0.5747, -5.2492, -1.1991], [0.0069, -4.2645, -2.5516], [-0.9931, -4.4413, -1.1068], [-1.1424, -1.3540, -0.9763], [0.0215, -1.1013, -2.2876]], "forces_ev_per_a": [[-0.852, -0.232, 0.192], [0.095, -0.077, 0.123], [-0.179, 0.299, -0.250], [0.096, -0.328, -0.022], [0.012, -0.136, 0.079], [-0.013, 0.020, 0.001], [-0.007, 0.003, -0.110], [0.002, -0.022, -0.183], [-0.009, 0.201, 0.334], [0.229, -0.547, -0.317], [0.094, 0.048, -0.061], [-0.083, 0.100, 0.097], [0.598, -0.107, -0.003], [-0.045, 0.011, -0.035], [-0.055, 0.049, -0.063], [0.006, -0.029, 0.014], [0.043, 0.031, -0.026], [-0.041, -0.019, 0.010], [-0.037, 0.006, -0.110], [0.081, 0.238, -0.007], [-0.084, 0.016, -0.096], [0.008, -0.030, -0.026], [0.474, -0.062, 0.150], [-0.146, 0.002, -0.028], [-0.366, 0.036, -0.133], [0.004, -0.009, 0.014], [-0.020, -0.029, 0.010], [0.030, -0.004, 0.033], [-0.002, -0.003, 0.034], [0.023, 0.009, 0.010], [0.009, 0.016, 0.019], [0.014, 0.292, 0.159], [-0.044, 0.039, 0.066], [-0.093, 0.089, 0.075], [0.093, -0.023, -0.045], [-0.005, -0.044, -0.024], [0.109, 0.140, 0.122], [0.062, 0.006, -0.023], [0.010, -0.028, 0.046], [-0.003, -0.011, -0.029], [-0.008, -0.035, 0.005], [-0.048, 0.023, 0.026], [0.051, 0.009, -0.024], [0.006, -0.043, -0.004], [0.010, 0.014, -0.025], [-0.040, 0.012, 0.028], [0.078, 0.076, -0.020], [-0.052, 0.031, 0.018]], "molar_mass_g_mol": 449.83, "e_lumo_ev": [-1.0, -1.0], "spin_multiplicity": 1, "e_above_lowest_ev": 0.761, "fmax_ev_per_a": 0.903}

***

[3]
{"formula": "H22O19S2Zn2", "method": "ωB97M-V/def2-TZVPD", "elements": ["Zn", "Zn", "S", "O", "O", "O", "O", "S", "O", "O", "O", "O", "O", "H", "H", "O", "H", "H", "O", "H", "H", "O", "H", "H", "O", "H", "H", "O", "H", "H", "O", "H", "H", "O", "H", "H", "O", "H", "H", "O", "H", "H", "O", "H", "H"], "coordinates": [[-11.0732, 1.7049, -14.3310], [-7.7272, 2.8287, -11.4927], [-9.3482, 3.7501, -14.2130], [-9.3341, 2.6135, -15.1667], [-10.6040, 3.4882, -13.4488], [-8.2063, 3.6493, -13.2933], [-9.4161, 5.0386, -14.8830], [-9.0484, -0.0396, -12.3786], [-8.1106, 1.0109, -11.8254], [-10.1856, 0.7552, -12.9782], [-8.3797, -0.7683, -13.4383], [-9.5209, -0.8520, -11.2847], [-9.5964, 3.3045, -10.9015], [-9.8972, 3.8873, -10.1949], [-10.2940, 3.2976, -11.5891], [-11.2119, 6.0904, -16.7044], [-10.7503, 5.9085, -17.5303], [-10.6164, 5.7628, -16.0097], [-9.2898, 1.7124, -18.0483], [-9.1015, 1.8555, -17.1106], [-9.7030, 2.5298, -18.3406], [-7.6833, 6.0651, -16.9747], [-8.3032, 5.6722, -16.3427], [-7.6403, 5.4424, -17.7077], [-12.0243, 2.9772, -15.9360], [-12.9673, 2.8932, -16.1199], [-11.8003, 3.8989, -16.1640], [-5.7830, 2.4883, -11.9980], [-5.2489, 2.8672, -12.7340], [-5.3130, 1.7049, -11.6883], [-6.6476, 6.0101, -13.5732], [-6.9604, 6.9226, -13.5677], [-7.4520, 5.4724, -13.5937], [-12.8871, 1.7327, -13.4144], [-13.0899, 2.6686, -13.2710], [-13.6766, 1.2440, -13.1555], [-9.6437, 7.3933, -13.4291], [-9.5094, 6.6323, -14.0228], [-10.5206, 7.7247, -13.6442], [-5.3552, 3.5991, -14.5059], [-5.4997, 4.5396, -14.6878], [-6.1828, 3.3067, -14.1038], [-7.1133, 0.9541, -15.3149], [-7.8499, 1.5806, -15.2719], [-7.4177, 0.2018, -14.7785]], "forces_ev_per_a": [[0.781, -0.045, -0.227], [-0.369, -1.029, -1.434], [-0.940, -1.270, 0.049], [0.188, 0.374, -0.586], [-0.599, 0.994, 0.907], [0.646, 0.785, -0.124], [0.513, -0.015, 0.030], [0.457, -1.076, 0.271], [0.435, 0.081, 0.265], [-0.806, 0.050, 0.063], [-0.028, 0.169, 0.079], [-0.202, 0.342, -0.301], [-0.240, 0.463, 0.931], [0.081, -0.041, -0.030], [0.438, -0.089, -0.433], [-0.311, -0.598, 0.098], [0.082, 0.203, 0.028], [0.069, 0.216, -0.172], [-0.130, 0.027, 0.077], [0.126, -0.012, -0.178], [0.002, -0.020, 0.011], [-0.243, -0.043, -0.087], [0.295, 0.013, -0.049], [0.107, -0.017, 0.065], [-0.365, -0.207, 0.054], [0.070, -0.026, -0.092], [0.165, -0.078, 0.078], [0.502, 0.408, 0.426], [-0.221, 0.275, 0.005], [-0.326, -0.145, -0.036], [-0.130, 0.060, 0.146], [0.019, -0.031, -0.072], [0.252, 0.180, 0.033], [-0.774, 0.569, 0.072], [0.050, -0.087, 0.030], [0.242, -0.316, -0.053], [0.103, -0.198, -0.033], [-0.170, 0.342, 0.251], [0.058, 0.052, -0.044], [0.133, -0.108, 0.464], [0.026, 0.006, 0.218], [-0.312, -0.021, -0.811], [0.020, 0.072, 0.011], [0.332, -0.311, 0.042], [-0.024, 0.103, 0.055]], "molar_mass_g_mol": 521.07, "e_lumo_ev": -1.4, "spin_multiplicity": 1, "e_above_lowest_ev": 0.000, "fmax_ev_per_a": 1.803}